[1]
Density functional theory data (ωB97M-V/def2-TZVPD) for a structure of composition C21H22ClNPYb.

```
! wB97M-V def2-TZVPD RIJCOSX def2/J DEFGRID3
* xyz 2 2
H -1.92523 -3.13716 -5.54760
H 1.78506 -4.24953 2.22664
C 1.63397 -0.31888 -3.38322
H -2.73975 0.52764 -2.27678
H -0.62937 5.68155 -3.13024
H 0.86247 4.82162 -1.32551
C -0.47685 4.61071 -3.01159
C -0.13914 1.85744 -2.68418
C -0.99454 -1.68738 -4.26368
C 2.66280 -1.10760 -2.81680
C 0.76016 -4.63484 2.38115
N -0.69560 -3.44068 0.56430
H -0.23500 -3.47861 -2.07538
C -3.58235 -1.17742 -3.30367
C -2.08194 -2.40766 -4.74977
H 4.84327 -1.08621 -5.44592
H -4.58640 -1.01418 -2.90333
C -1.09782 3.72323 -3.89558
C -0.10521 -3.96592 1.42656
H 0.89466 -5.14883 4.49971
H 0.99860 0.84334 -5.10373
C 0.41910 -4.39580 3.86296
H 0.76361 -5.71109 2.15092
H 3.02232 0.30551 -6.43452
H -1.71260 4.09040 -4.71691
C 0.54998 2.75402 -1.84160
H 4.60560 -1.99727 -3.13980
C 3.93836 -0.88129 -4.86766
C -2.54266 -0.33077 -2.93436
H -1.36942 1.66761 -4.47858
Yb -1.46998 -2.23660 -1.25465
H 1.24885 2.36445 -1.09457
H -4.19971 -2.78317 -4.62136
H 0.01643 -1.91747 -4.60330
H 2.56501 -1.47107 -1.78939
P 0.14955 0.08532 -2.41565
C 3.80442 -1.39092 -3.56777
Cl -0.99826 -0.09930 -0.05568
H 0.80266 -3.41924 4.17381
C 2.92161 -0.09675 -5.42309
C 0.35278 4.12578 -1.99073
C 1.77368 0.19751 -4.68285
C -1.22264 -0.62144 -3.37039
C -3.36196 -2.18945 -4.24824
H -0.65267 -4.40912 4.08420
H 0.28252 -2.85214 -1.79781
C -0.92237 2.34471 -3.74407
*
```

Calculated values
Maximum force = 3.5 eV Å⁻¹
Total energy = -2827.83384 a.u.
<S²> = 0.761


[2]
Density functional theory data (ωB97M-V/def2-TZVPD) for a structure of composition C21H22F6N4O6SSr.

```
! wB97M-V def2-TZVPD RIJCOSX def2/J DEFGRID3
* xyz -2 1
H -0.61910 -0.22085 4.71555
C -1.48772 -1.25095 -3.61231
S -2.85064 0.66576 0.33798
O 2.29736 0.54285 -0.18389
C -0.41857 -0.55284 2.00882
C 1.93343 -2.94210 3.75086
C -2.52832 3.59770 1.15346
H 0.64084 -1.42245 6.48531
H 2.34919 1.54946 -3.57560
H -0.63438 -0.76987 -4.08858
H -0.96611 4.08289 3.03237
H 2.65624 -3.69890 3.46928
O 0.01436 -2.15685 -1.92175
C -2.18056 -3.06526 -2.03639
C 2.63270 -1.53691 -3.57188
F -2.63135 -2.23525 -1.09585
H -2.17721 1.67728 4.45141
H 4.22460 -1.93548 -5.08453
N 2.60280 0.57134 -3.83135
H -1.36991 3.01731 5.29803
N 2.03856 -0.43094 -3.14682
F 0.21233 -2.98488 -4.83682
C 0.09156 -0.99463 4.45861
H 1.36229 -2.48511 1.71799
F 0.41453 -4.40337 -3.21964
H 4.10766 0.80678 -5.30123
F -3.25143 -3.33309 -2.85015
C -0.44749 -3.54660 -3.79249
O -0.20336 -0.91345 0.83476
H -1.96034 -0.53991 -2.93156
C -1.94250 2.73910 4.40918
C 0.80464 -1.66490 5.44119
H -0.80789 4.91316 0.90159
C 1.36581 2.19942 -1.60555
H 2.34130 -2.49131 -3.16583
C 0.29331 -1.29349 3.11566
O 1.72317 2.84370 -2.62179
H -3.07265 4.27667 1.82334
C -0.95481 -2.44574 -2.78148
H -2.04780 5.07059 -0.35747
C 3.54936 0.13109 -4.67465
Sr 0.48357 -0.26326 -1.06268
H -2.87837 3.30364 4.40464
H -0.98181 3.65274 -0.33531
C -1.52673 4.36192 0.29038
C 3.60146 -1.24149 -4.54580
H 2.30014 -3.14830 5.85881
H -2.20004 -1.57138 -4.37265
F -1.86970 -4.23680 -1.43416
H -0.19307 2.49501 3.17118
N -1.88544 2.57251 1.95026
O 3.32007 2.53940 -0.23854
O 0.18141 1.82413 -1.39009
C -1.15034 3.01089 3.12702
F -1.42006 -4.31760 -4.36051
C 1.21628 -2.27610 2.76921
H -3.24439 3.08924 0.51457
C 2.43764 1.74934 -0.57638
C -1.88974 1.24419 1.60009
N -1.13593 0.47958 2.42237
C 1.73119 -2.63765 5.08982
*
```

Calculated values
Maximum force = 3.5 eV Å⁻¹
Total energy = -2512.24549 a.u.


[3]
Density functional theory data (ωB97M-V/def2-TZVPD) for the molecule C21H22N4O2.

```
! wB97M-V def2-TZVPD RIJCOSX def2/J DEFGRID3
* xyz 0 1
H -4.69201 -0.53831 -2.63969
H 2.58726 0.24345 -0.35895
C 1.76490 -0.20428 0.29911
H 1.29601 -0.29526 -2.41112
N 1.91769 -2.02824 3.49757
C -2.46778 2.85863 -4.35220
H 4.72922 0.91729 0.28353
H 1.43960 -3.37012 5.14288
H -2.93890 -0.46719 -2.54721
C 0.38052 -0.03236 0.07902
H 5.86484 -0.32867 1.07390
O -2.00863 1.60822 -0.52438
N -3.54973 3.38420 -4.96725
C 3.30978 -2.05394 3.66095
C 0.01887 -1.27259 2.10890
O 3.69372 -2.56559 4.69594
H 0.02355 -0.65959 5.14949
N -0.11230 0.53145 -1.07892
C 3.75723 -0.75491 1.64940
H -1.55866 -0.45560 0.87959
C 0.69032 0.59106 -2.28164
C 4.22229 -1.39161 2.75724
H -1.50034 3.17898 -4.72040
H -5.86964 1.70817 -3.03178
N -1.39182 1.39235 -2.72198
C -1.21365 1.26315 -1.37564
H 0.17233 1.38767 -4.21797
C 2.25295 -0.87010 1.44166
H -5.58395 3.45552 -4.86307
C -2.51792 1.84964 -3.37159
C 0.97802 -2.53641 4.63163
C -0.30070 0.71737 -3.42818
C 4.79290 -0.16026 0.69704
H 1.67031 -0.97681 5.94754
C -3.82747 1.32523 -3.01764
C -4.87337 1.98032 -3.49389
H 5.31586 -1.45912 3.00477
H 0.21300 -1.89072 6.54808
C -0.51018 -0.53939 1.03633
H -0.70265 -0.22694 -3.70600
C 1.37572 -1.41626 2.38173
H -0.65947 -1.71933 2.81696
C -4.73053 2.98690 -4.46587
H 1.30247 1.59465 -2.29707
C 0.68191 -1.41625 5.60246
C -3.91972 0.06667 -2.26196
H -0.04723 -2.90501 4.15363
H 4.73886 -0.73897 -0.23003
H -4.21347 0.23291 -1.17490
*
```

Calculated values
Maximum force = 3.9 eV Å⁻¹
Total energy = -1182.91008 a.u.
SMILES = CCn1c(=O)cc(C)c2cc(N3CCN(c4cnccc4C)C3=O)ccc21


[4]
Density functional theory data (ωB97M-V/def2-TZVPD) for the molecule C21H22N4O3.

```
! wB97M-V def2-TZVPD RIJCOSX def2/J DEFGRID3
* xyz 0 1
O 0.16961 -0.01239 -3.44969
C -3.09728 -0.39152 -1.29206
H -1.73430 -1.02402 -2.68719
H -0.98921 0.91394 -0.65432
C -2.61352 -5.69190 -1.14244
H 5.06410 3.93972 -0.13249
H 3.23634 2.50995 -1.01704
C -3.06863 -4.35265 -3.08044
H 0.20372 1.62571 3.21645
C 4.33958 4.55147 3.66004
H -4.56286 -0.29327 -2.84951
N 2.32896 3.12649 3.22035
C 0.57085 1.69851 2.19534
C -3.40700 -3.27973 -2.25829
C -0.69707 0.01371 -1.20170
H -2.05142 -5.39709 1.47478
H -3.58779 -2.60060 -0.22483
H 2.05615 1.35119 -2.57838
C 2.47147 2.23229 -0.28228
C 2.65026 2.71692 1.04572
H 6.57969 5.30904 1.23988
H -3.12111 -4.22201 -4.14943
C -2.94505 -4.62906 -0.31421
C -3.34152 -3.42301 -0.87890
C -2.89593 -4.77948 1.17657
C 3.48760 3.78035 2.88466
H 4.14111 4.72214 4.70775
N -1.86408 -0.59625 -1.77820
H -0.19566 2.15653 1.57224
H -5.04060 -1.30433 -1.46924
H -3.80613 -5.26388 1.53145
C -4.20623 -1.03722 -2.12969
H 1.91172 3.12133 4.13688
H -0.20625 -0.66434 -0.49165
H 6.13495 5.69807 3.61315
C 0.29353 0.35432 -2.29946
N 1.34981 1.09208 -1.88450
O -3.78033 -2.13068 -2.90481
O -3.33331 0.23898 -0.28025
H -2.30397 -6.63149 -0.70902
H -2.41324 -6.37899 -3.15835
C 1.81986 2.48942 2.13304
N 1.46669 1.51246 -0.60624
C 5.70093 4.86876 1.68723
H 0.74531 0.70170 1.79640
C 3.72817 3.54491 1.51216
H -2.81637 -3.81052 1.66324
C 4.85496 4.10233 0.91409
C 5.44869 5.09168 3.04151
C -2.67520 -5.54962 -2.51832
*
```

Calculated values
Maximum force = 1.2 eV Å⁻¹
Total energy = -1258.20734 a.u.
SMILES = Cc1cccc(OCC(=O)NCC(=O)N/N=C/c2c(C)[nH]c3ccccc23)c1